(1)
The following is a quantum chemistry calculation of C17H20B2Br30O7 as an isolated structure at a distorted geometry, from the Open Molecules 2025 dataset.

Element x y z (Å)
Br1 -2.226 2.725 -2.081
Br2 -4.177 6.204 -5.838
Br3 0.085 -6.884 -2.082
Br4 -7.753 8.939 -9.097
Br5 -2.380 1.581 1.887
Br6 7.623 -2.641 6.164
Br7 -2.627 -2.036 6.333
Br8 3.709 -3.999 -1.980
Br9 4.885 -6.621 -3.381
Br10 -2.379 -6.132 -0.187
Br11 -1.638 3.171 -5.191
Br12 -1.621 -4.363 4.378
Br13 -3.713 2.703 4.578
Br14 -6.110 10.608 -6.918
Br15 -2.638 4.733 2.347
Br16 -3.605 6.666 -8.945
Br17 6.053 -0.082 7.257
Br18 -0.043 4.870 -3.001
Br19 -1.993 8.348 -6.752
Br20 -8.342 8.517 -5.983
Br21 -3.087 -5.099 7.123
Br22 -10.471 5.354 -4.556
Br23 3.461 -2.758 6.773
Br24 6.858 -2.437 9.263
Br25 0.040 -7.885 0.954
Br26 3.686 -0.434 4.586
Br27 -8.257 4.782 -6.788
Br28 6.316 -3.793 -3.814
Br29 -10.781 2.840 -6.510
Br30 0.873 -1.069 5.926
O1 -0.339 -3.038 0.549
O2 4.080 1.058 1.381
O3 0.945 0.861 -1.042
O4 4.346 -0.804 -0.043
O5 -0.530 0.707 0.624
O6 -0.723 -0.157 2.755
O7 1.600 -4.391 0.655
C1 -0.903 3.188 -3.404
C2 -10.124 4.646 -6.319
C3 -1.945 -3.838 6.212
C4 4.645 -4.710 -3.513
C5 -0.241 -0.248 1.684
C6 1.086 -0.963 1.604
C7 4.566 -1.958 0.795
C8 -2.857 6.671 -7.164
C9 5.953 -2.578 0.555
C10 2.786 -1.048 6.181
C11 -1.019 -7.441 -0.598
C12 1.417 -2.291 2.333
C13 -3.422 3.000 2.687
C14 -7.011 8.946 -7.314
C15 1.877 -0.078 0.861
C16 0.808 0.698 0.128
C17 7.339 -1.462 7.667
B1 3.472 -0.009 0.662
B2 0.904 -3.319 1.169
H1 -6.262 8.163 -7.279
H2 0.764 -2.527 3.193
H3 4.446 -1.725 1.878
H4 6.106 -2.831 -0.509
H5 6.715 -1.853 0.902
H6 3.564 1.117 2.195
H7 4.022 -4.527 -4.379
H8 -2.092 5.904 -7.136
H9 8.282 -0.968 7.867
H10 -0.988 -3.850 6.719
H11 3.724 -2.635 0.521
H12 -4.396 2.996 2.215
H13 -0.137 2.422 -3.367
H14 3.000 -0.334 6.967
H15 -10.673 5.260 -7.022
H16 -1.530 -8.345 -0.904
H17 2.487 -2.472 2.498
H18 -1.007 -3.052 1.253
H19 6.035 -3.529 1.122
H20 1.483 -4.466 -0.304

Summary:
Total energy = -2134911.915 eV
Gap between HOMO and LUMO = 0.3295 Eh
Maximum force = 5.22 eV/A
Energy above the lowest of the compared OMol25 structures with the same formula, charge and spin = 34.6 kcal/mol

(2)
The following is a quantum chemistry calculation of C52H49BiBrN5O4P2 as an isolated structure at a distorted geometry, from the Open Molecules 2025 dataset.

Element x y z (Å)
Bi1 -0.121 0.923 -0.621
Br1 -4.858 2.159 1.217
P1 -0.316 0.452 -3.556
P2 1.569 -0.424 2.853
O1 3.894 1.659 -1.963
O2 0.687 1.915 1.175
O3 1.091 3.861 2.156
O4 1.743 1.691 -1.431
N1 1.928 -0.883 -0.441
N2 -2.154 2.632 1.644
N3 -2.055 -0.304 3.173
N4 3.646 1.186 1.267
N5 -2.530 -0.509 0.940
C1 0.576 -4.055 -3.090
C2 2.140 -4.431 2.189
C3 5.335 -1.075 4.360
C4 0.295 2.950 -5.321
C5 -3.920 -2.270 0.101
C6 -1.245 -0.450 -6.071
C7 1.916 -1.078 -5.015
C8 -0.383 1.808 -6.027
C9 1.016 2.310 5.782
C10 2.923 -0.438 -1.404
C11 0.313 2.993 1.818
C12 6.137 -0.324 3.506
C13 1.361 -2.256 2.916
C14 -2.515 3.810 4.143
C15 4.188 0.460 2.305
C16 1.088 0.264 4.492
C17 -1.047 2.732 -1.645
C18 5.578 0.435 2.500
C19 -3.481 2.684 -2.292
C20 -3.598 3.339 3.428
C21 -4.575 2.072 -2.875
C22 -1.643 -0.290 -7.386
C23 -4.428 0.849 -3.518
C24 3.385 -0.336 3.139
C25 -0.779 1.946 -7.357
C26 -0.795 -2.165 -2.558
C27 0.248 1.681 6.753
C28 -4.046 -2.791 1.388
C29 -0.061 -1.360 -3.425
C30 1.431 1.609 4.663
C31 -0.046 -4.217 3.137
C32 2.346 -3.069 2.347
C33 0.363 -0.371 5.495
C34 -0.053 0.335 6.617
C35 -2.692 -0.984 2.173
C36 -1.255 3.700 3.586
C37 2.889 1.083 -1.599
C38 -1.423 0.922 -8.026
C39 -0.489 -3.507 -2.397
C40 -0.647 0.600 -5.375
C41 1.044 -1.908 -4.111
C42 0.945 -5.013 2.587
C43 -2.052 0.922 -3.099
C44 -3.171 0.285 -3.633
C45 0.151 -2.850 3.276
C46 -1.113 3.101 2.338
C47 -3.165 -1.127 -0.056
C48 1.341 -3.254 -3.925
C49 -2.202 2.135 -2.380
C50 -3.447 -2.138 2.441
C51 3.966 -1.072 4.171
C52 -3.350 2.771 2.187
H1 -4.609 3.405 3.800
H2 3.289 -2.639 2.035
H3 0.136 -1.426 5.422
H4 -0.448 3.663 -4.953
H5 1.290 3.352 5.894
H6 -1.749 1.059 -9.049
H7 -0.618 -0.172 7.389
H8 -5.286 0.349 -3.946
H9 -0.095 2.229 7.621
H10 2.030 2.108 3.911
H11 2.684 1.496 1.339
H12 -3.614 3.612 -1.751
H13 2.690 -0.878 -2.376
H14 -0.261 3.113 -2.296
H15 -1.561 0.535 2.919
H16 2.916 -5.047 1.753
H17 -0.584 2.881 -7.871
H18 -2.123 -1.108 -7.907
H19 -1.359 3.511 -0.955
H20 2.243 -0.669 0.498
H21 4.248 1.847 0.803
H22 -3.550 -2.496 3.457
H23 0.830 -5.100 -2.964
H24 -1.082 -4.122 -1.733
H25 -0.984 -4.655 3.456
H26 0.965 3.481 -5.997
H27 1.737 -1.875 -0.510
H28 2.192 -3.679 -4.444
H29 0.787 -6.076 2.461
H30 -4.631 -3.686 1.559
H31 -1.624 -1.741 -2.007
H32 2.081 -0.081 -4.600
H33 -0.373 4.067 4.087
H34 3.329 -1.667 4.815
H35 -2.317 -0.431 4.133
H36 1.449 -0.950 -5.992
H37 -1.395 -1.404 -5.582
H38 3.948 -0.706 -1.141
H39 0.873 2.598 -4.467
H40 -2.656 4.265 5.114
H41 5.775 -1.664 5.153
H42 -4.409 -2.740 -0.741
H43 -0.650 -2.237 3.655
H44 -3.053 -0.663 -4.138
H45 -5.552 2.532 -2.805
H46 -3.082 -0.643 -1.024
H47 7.212 -0.335 3.634
H48 6.204 1.021 1.838
H49 2.882 -1.558 -5.165

Summary:
Total energy = -164822.266 eV
Gap between HOMO and LUMO = 0.2848 Eh
Maximum force = 1.20 eV/A
Energy above the lowest of the compared OMol25 structures with the same formula, charge and spin = 30.8 kcal/mol

(3)
The following is a quantum chemistry calculation of C46H40AsN5OS2Tl as an isolated structure, from the Open Molecules 2025 dataset.

Element x y z (Å)
Tl1 -0.392 -1.850 -0.541
As1 -1.725 1.695 -1.350
S1 0.568 -0.674 2.340
S2 2.554 -0.884 0.420
O1 -0.940 0.353 -0.702
N1 -8.527 -7.664 -7.028
N2 3.456 1.542 1.241
N3 2.255 0.945 3.707
N4 -3.842 -5.629 -2.682
N5 -2.558 -4.241 -1.471
C1 8.409 1.139 1.324
C2 3.459 2.545 2.322
C3 -3.486 -4.284 -2.345
C4 -1.016 2.072 -3.075
C5 -4.290 1.289 -2.622
C6 0.172 1.459 -3.457
C7 1.895 0.357 2.612
C8 -1.642 2.988 -3.918
C9 -6.410 -5.506 -5.273
C10 -2.234 -5.581 -1.184
C11 -7.718 -7.312 -6.286
C12 -1.083 3.274 -5.154
C13 7.548 0.054 1.207
C14 6.651 2.613 0.616
C15 -5.626 0.885 -0.213
C16 3.444 1.833 3.654
C17 -0.728 5.371 1.363
C18 -2.054 5.073 1.097
C19 -4.270 1.167 -0.210
C20 -5.468 -5.085 -4.387
C21 6.241 0.247 0.794
C22 5.787 1.532 0.503
C23 -6.062 -7.831 -4.558
C24 -3.602 1.382 -1.416
C25 -6.316 0.812 -1.417
C26 4.358 1.751 0.081
C27 0.100 2.656 -5.540
C28 2.617 0.229 6.008
C29 -4.789 -6.033 -3.560
C30 3.960 0.537 7.980
C31 -2.994 -6.425 -1.894
C32 -6.726 -6.882 -5.371
C33 -2.373 3.983 0.296
C34 4.111 -1.512 6.724
C35 3.013 1.015 7.082
C36 0.286 4.581 0.830
C37 -0.026 3.486 0.044
C38 -5.118 -7.420 -3.670
C39 7.964 2.417 1.026
C40 -5.650 1.009 -2.618
C41 2.719 0.488 1.393
C42 4.509 -0.723 7.797
C43 -1.362 3.187 -0.225
C44 0.729 1.756 -4.692
C45 3.164 -1.039 5.831
C46 1.605 0.750 5.022
H1 5.582 -0.608 0.679
H2 -5.223 -4.036 -4.326
H3 4.532 -2.500 6.594
H4 -6.925 -4.804 -5.914
H5 5.244 -1.097 8.497
H6 6.310 3.612 0.365
H7 -1.468 -5.828 -0.469
H8 7.903 -0.945 1.422
H9 1.655 1.287 -4.997
H10 2.841 -1.667 5.007
H11 -3.741 1.231 0.735
H12 4.206 2.779 -0.249
H13 -6.150 0.735 0.721
H14 4.263 1.148 8.819
H15 8.636 3.261 1.104
H16 -4.003 -3.447 -2.783
H17 -2.545 3.503 -3.612
H18 2.582 3.186 2.202
H19 1.205 1.718 5.326
H20 -6.190 0.963 -3.554
H21 -1.567 3.982 -5.812
H22 -4.626 -8.142 -3.037
H23 -3.411 3.774 0.070
H24 3.378 2.528 4.487
H25 -3.008 -7.497 -1.929
H26 4.361 3.145 2.221
H27 0.536 2.886 -6.503
H28 -0.480 6.232 1.971
H29 2.573 1.994 7.232
H30 -3.781 1.447 -3.564
H31 4.027 1.080 -0.711
H32 0.766 2.882 -0.390
H33 4.338 1.219 3.788
H34 -6.322 -8.876 -4.649
H35 1.319 4.852 1.010
H36 0.769 0.067 4.874
H37 0.656 0.751 -2.794
H38 -2.841 5.694 1.501
H39 -7.380 0.613 -1.416
H40 9.433 0.982 1.635

Summary:
Total energy = -145026.052 eV
Gap between HOMO and LUMO (spin up / spin down) = 0.2151 / 0.1457 Eh
Maximum force = 0.75 eV/A
Net charge = +3
Energy above the lowest of the compared OMol25 structures with the same formula, charge and spin = 26.3 kcal/mol

(4)
The following is a quantum chemistry calculation of C32H38As2CrN3O7P2S as an isolated structure, from the Open Molecules 2025 dataset.

Element x y z (Å)
As1 -1.200 -2.218 -0.582
As2 -0.306 0.707 1.042
Cr1 1.127 0.915 -1.030
S1 3.920 1.721 -5.188
P1 1.727 3.912 -1.198
P2 3.626 2.651 1.132
O1 1.852 -0.791 -1.450
O2 2.710 2.582 2.361
O3 3.942 0.992 -0.798
O4 0.738 2.833 -0.752
O5 2.922 1.369 0.147
O6 2.694 3.114 -2.200
O7 1.207 5.191 -1.710
N1 2.213 -2.412 -3.034
N2 1.806 4.672 1.343
N3 3.046 -0.156 -3.348
C1 -2.379 -4.328 2.851
C2 -2.255 -3.294 0.671
C3 3.826 5.266 0.023
C4 -0.121 2.575 3.286
C5 -2.460 -4.166 -4.713
C6 0.632 -0.576 -3.475
C7 -1.516 -4.760 -3.886
C8 3.391 0.645 -4.141
C9 -3.674 -4.745 2.583
C10 2.766 4.208 0.280
C11 -0.031 -1.732 4.444
C12 1.423 -1.308 2.110
C13 -1.601 4.556 2.006
C14 -2.170 0.119 0.779
C15 -1.102 4.776 3.285
C16 -0.625 2.350 2.011
C17 -3.074 -2.987 -4.320
C18 0.275 -0.565 2.363
C19 -2.377 -0.631 -0.529
C20 -0.451 -0.778 3.531
C21 -1.671 -3.609 1.895
C22 -1.186 -4.172 -2.675
C23 1.922 -1.030 -2.789
C24 -1.807 -2.994 -2.265
C25 -4.260 -4.443 1.359
C26 1.836 -2.270 3.022
C27 -3.554 -3.720 0.410
C28 -1.361 3.346 1.370
C29 1.112 -2.479 4.187
C30 -2.750 -2.404 -3.101
C31 -0.365 3.787 3.922
C32 0.173 0.722 -2.822
H1 0.785 -0.485 -4.554
H2 2.724 -2.855 2.821
H3 3.997 0.039 -0.633
H4 -0.425 -4.624 -2.049
H5 -1.026 -5.676 -4.191
H6 -5.269 -4.775 1.145
H7 -3.239 -1.481 -2.817
H8 3.077 3.603 -2.938
H9 -3.424 -0.925 -0.632
H10 -4.227 -5.310 3.323
H11 -4.012 -3.497 -0.548
H12 1.438 -3.228 4.898
H13 -0.092 -1.375 -3.309
H14 4.574 4.873 -0.668
H15 3.395 6.170 -0.413
H16 4.356 5.521 0.947
H17 -2.801 1.006 0.839
H18 -1.915 -4.565 3.800
H19 1.974 -1.154 1.190
H20 0.030 3.957 4.916
H21 2.133 5.520 1.798
H22 0.513 1.619 -3.353
H23 0.480 1.820 3.773
H24 -2.173 5.324 1.502
H25 -1.727 3.192 0.363
H26 3.043 -2.680 -2.520
H27 -1.291 5.718 3.786
H28 -2.711 -4.618 -5.665
H29 -0.912 0.783 -2.737
H30 -2.423 -0.518 1.628
H31 -1.347 -0.201 3.731
H32 -0.597 -1.898 5.351
H33 -3.806 -2.514 -4.964
H34 0.854 4.830 1.011
H35 2.366 -2.590 -4.019
H36 -0.654 -3.290 2.105
H37 1.857 3.841 2.053
H38 -2.114 0.000 -1.376

Summary:
Total energy = -232116.560 eV
Gap between HOMO and LUMO (spin up / spin down) = 0.2887 / 0.3200 Eh
Maximum force = 0.97 eV/A
Energy above the lowest of the compared OMol25 structures with the same formula, charge and spin = 111.5 kcal/mol
Multiplicity = 4